{"formula": "C5H6N4O", "method": "ωB97M-V with the def2-TZVPD basis set", "multiplicity": 1, "energy_ha": -488.24917, "elements": ["O", "N", "N", "N", "N", "C", "C", "C", "C", "C", "H", "H", "H", "H", "H", "H"], "coordinates": [[0.4343, -1.7380, -1.0866], [1.8048, -0.0571, 0.0437], [0.2297, 1.3059, 0.4014], [-0.3161, 0.2720, -0.1942], [1.4615, 1.1061, 0.5620], [-2.5778, 0.5516, 0.5383], [-1.6831, 0.2094, -0.5830], [0.5794, -0.6698, -0.5568], [3.0436, -0.5099, 0.2055], [4.1588, -1.0203, 0.3516], [5.1234, -1.2652, 0.3040], [-1.9794, 0.7336, -1.6339], [-2.1189, 0.2897, 1.4871], [-1.7984, -0.8660, -0.9672], [-3.6068, 0.0617, 0.5376], [-2.7551, 1.5964, 0.5904]], "forces_ev_per_angstrom": [[0.2576, 0.3953, -0.0880], [-2.2646, -1.5309, -1.2967], [0.7620, 1.6672, 1.0320], [-0.1237, -0.7581, -1.6032], [-0.3583, 1.9897, 0.8874], [-2.0515, -0.6960, 1.1233], [-1.5137, -1.7657, -4.0397], [2.0828, -0.7949, 0.9409], [3.9904, -2.3285, 0.1715], [-6.5071, 2.6668, -0.5116], [3.1341, -0.9851, 0.0110], [1.1362, -0.3990, 2.5776], [0.0695, -0.2100, 0.1068], [0.1074, 1.2338, 1.0528], [1.4231, 0.4479, -0.3905], [-0.1442, 1.0675, 0.0265]]}



{"formula": "C5H6N4O2P", "method": "ωB97M-V with the def2-TZVPD basis set", "charge": 1, "multiplicity": 1, "energy_ha": -904.65787, "elements": ["P", "O", "O", "N", "N", "N", "N", "C", "C", "C", "C", "C", "H", "H", "H", "H", "H", "H"], "coordinates": [[1.6325, 1.7124, -0.2557], [-2.0760, -1.7934, 0.9210], [2.1362, 1.7896, 1.3359], [0.8896, 0.0269, -0.3943], [1.5681, -0.7549, -1.1989], [-3.2443, 0.3666, 1.1449], [0.2809, 2.7458, -0.5183], [-0.2136, -0.2227, 0.3063], [0.9787, -1.9586, -1.2537], [-0.9097, -1.4928, 0.2405], [-2.8708, -0.6742, 0.8806], [-0.2309, -2.4395, -0.6262], [-0.6321, 0.5668, 0.9707], [1.3823, 1.7100, 1.9577], [-0.5895, -3.4688, -0.8142], [0.5092, 3.5049, -1.1589], [-0.1302, 3.0803, 0.3555], [1.5198, -2.6984, -1.8928]], "forces_ev_per_angstrom": [[2.2252, 2.1020, -1.0049], [-0.6416, 1.9291, -1.3650], [-2.3246, -0.6112, -1.2531], [-1.1592, 1.4140, 1.7380], [-1.9730, -1.7795, 0.7604], [-1.1424, 1.5381, -0.1847], [0.7922, -1.3600, 1.6320], [-1.6794, -1.5147, 0.5585], [0.2905, -1.7693, -0.8679], [3.0243, -0.6711, -2.2294], [2.2505, -2.9072, 1.1739], [-0.2715, 2.2524, 1.2767], [0.4877, -0.4538, -0.7818], [0.6639, 0.1951, 0.1492], [0.2623, 0.8014, 0.1849], [-0.0194, -0.2378, 0.2145], [-0.2727, 0.2483, -0.5392], [-0.5130, 0.8242, 0.5378]]}



{"formula": "C5H6N4O3", "method": "ωB97M-V with the def2-TZVPD basis set", "multiplicity": 1, "energy_ha": -638.74127, "elements": ["O", "O", "O", "N", "N", "N", "N", "C", "C", "C", "C", "C", "H", "H", "H", "H", "H", "H"], "coordinates": [[-2.1541, 1.1800, 0.7491], [2.0580, -0.2157, -2.4406], [0.9448, -1.8935, -1.6406], [1.0009, -0.4503, 0.6763], [1.2656, -0.7386, -1.7047], [-1.9763, -1.1032, 1.2563], [0.8851, 1.4818, -0.7354], [1.5926, 0.5163, 1.2695], [-1.8175, 0.0439, 0.4988], [0.5139, 0.1142, -0.5800], [1.5666, 1.7057, 0.3399], [-1.0280, -0.1836, -0.7438], [-2.5004, -0.9116, 2.1025], [-1.3055, 0.6509, -1.4141], [-1.2190, -1.1325, -1.1369], [2.1846, 2.6528, 0.5359], [-2.1219, -1.9456, 0.6590], [2.1105, 0.2291, 2.3088]], "forces_ev_per_angstrom": [[-0.3569, -0.3083, 1.1069], [-0.0555, -0.0770, 0.0979], [0.2891, -0.7094, -0.6774], [0.3649, 0.3870, -0.0227], [-0.7626, 0.5926, 1.1684], [-0.5088, 0.6289, -0.9842], [1.1851, 0.1061, 1.7763], [0.7360, -1.6235, 1.0936], [0.8093, -0.0079, -0.0628], [-1.1908, -1.5894, -0.2808], [0.9960, 1.7591, 0.1147], [1.2871, 2.7818, -0.8111], [-0.2420, -0.7317, -0.2070], [-0.3232, -0.8006, -0.0683], [0.1449, -1.3980, -0.8442], [-1.3613, -1.3290, -0.4319], [0.1276, 0.8680, 1.4596], [-1.1391, 1.4515, -2.4270]]}



{"formula": "C5H6N5O2", "method": "ωB97M-V with the def2-TZVPD basis set", "charge": 1, "multiplicity": 1, "energy_ha": -617.94935, "elements": ["O", "O", "N", "N", "N", "N", "N", "C", "C", "C", "C", "C", "H", "H", "H", "H", "H", "H"], "coordinates": [[2.1716, -0.1281, 0.9309], [-0.6583, 1.8104, 0.3014], [0.7201, 0.9962, -3.4232], [-1.4327, 0.6669, 0.0611], [1.2052, 1.2883, 2.5419], [2.0451, -0.2122, -0.4540], [-1.4582, -1.3886, -1.0609], [0.8934, 0.7949, -2.3135], [1.0483, 0.5469, -0.9219], [0.7107, 1.5629, 0.1574], [-0.9232, -0.2785, -0.6475], [1.3856, 0.9159, 1.3807], [1.1431, 2.5543, -0.0328], [-2.4351, -1.6182, -0.9086], [-0.9306, -2.0414, -1.6212], [1.6992, 0.8215, 3.2923], [2.4626, -1.0392, -0.8573], [-2.3735, 0.8227, 0.4149]], "forces_ev_per_angstrom": [[0.3457, -0.5778, 0.2240], [-0.0993, 0.4052, -0.1140], [-0.1043, 0.1318, -0.7706], [-0.2560, -0.3484, 0.0798], [-0.0676, 0.2712, 0.1793], [-0.0710, 0.7114, -0.1819], [-0.6367, -0.3387, -0.0118], [0.3346, -0.1015, 0.2056], [-1.6177, -0.9400, 0.8005], [0.2275, -0.1656, 0.1887], [2.1507, 1.1702, 0.0508], [-0.5694, 0.1757, -0.6062], [-0.0430, -0.2569, -0.0535], [0.1025, -0.0447, -0.0204], [0.0183, 0.1256, 0.0430], [0.1341, -0.2428, -0.0262], [-0.0106, 0.0680, 0.0501], [0.1618, -0.0426, -0.0371]]}